Version i
ORCA calculation (the ωB97M-V functional and the def2-TZVPD basis) on a single C3H4N2 molecule.

Output
Charge = 0
SMILES string = N#C[C@H]1CN1
Highest occupied orbital energy = -10.2 eV

Structure (XYZ):
```
9
Properties=species:S:1:pos:R:3:mulliken_charge:R:1
N 2.735 0.250 -0.533 -0.435
C 1.657 -0.041 -0.229 0.088
C 0.274 0.344 -0.067 0.127
C -0.976 -0.413 -0.256 -0.278
N -0.610 0.109 1.060 -0.505
H 0.268 1.368 -0.417 0.267
H -1.749 0.151 -0.769 0.217
H -0.995 -1.486 -0.418 0.265
H -0.276 -0.638 1.663 0.254
```

Version ii
ORCA calculation (the ωB97M-V functional and the def2-TZVPD basis) on a single C3H4N2 molecule.

Output
Charge = 0
SMILES string = C#C/C=N/N
Highest occupied orbital energy = -10.0 eV

Structure (XYZ):
```
9
Properties=species:S:1:pos:R:3:mulliken_charge:R:1
C -0.414 -2.594 0.920 0.023
C -0.248 -1.485 0.450 -0.304
C 0.329 -0.045 0.088 0.005
N -0.400 0.687 -0.560 -0.269
N -0.182 2.212 -0.461 -0.497
H -0.917 -3.684 0.640 0.252
H 1.274 0.243 0.824 0.226
H -0.352 2.340 -1.484 0.295
H 0.910 2.326 -0.417 0.269
```

Version iii
ORCA calculation (the ωB97M-V functional and the def2-TZVPD basis) on a single C3H4N2 molecule.

Output
Charge = 0
SMILES string = [H]/N=C(/N)C#C
Highest occupied orbital energy = -8.6 eV

Structure (XYZ):
```
9
Properties=species:S:1:pos:R:3:mulliken_charge:R:1
H 0.737 0.516 2.177 0.229
N 0.954 0.197 1.239 -0.700
C 0.045 -0.093 0.359 -0.175
N -0.161 -1.428 0.364 -0.481
C -0.265 0.726 -0.766 -0.296
C -0.623 1.438 -1.663 0.407
H -0.390 -1.919 -0.488 0.237
H 0.613 -1.486 1.254 0.384
H -0.910 2.049 -2.477 0.395
```

What should be chosen as the least stable of them? Choose version ii.

Version i
ORCA calculation (the ωB97M-V functional and the def2-TZVPD basis) on a molecular structure, C3H4N2.

Output
Charge = 0
Highest occupied orbital energy = -9.9 eV

Structure (XYZ):
```
9
Properties=species:S:1:pos:R:3:mulliken_charge:R:1
N -0.380 0.171 2.276 -0.214
C -0.680 0.920 1.404 -0.233
C 0.023 -0.028 0.426 0.490
C -0.247 -0.396 -0.962 -0.398
N 1.008 0.294 -0.564 -0.536
H 0.341 -0.883 1.053 0.194
H -0.114 -1.456 -1.167 0.210
H -0.957 0.115 -1.601 0.251
H 1.005 1.264 -0.865 0.238
```

Version ii
ORCA calculation (the ωB97M-V functional and the def2-TZVPD basis) on a single C3H4N2 molecule.

Output
Charge = 0
SMILES string = C#C/C=N/N
Highest occupied orbital energy = -8.6 eV

Structure (XYZ):
```
9
Properties=species:S:1:pos:R:3:mulliken_charge:R:1
C -0.321 2.083 -1.680 0.029
C -0.068 1.096 -1.016 -0.360
C -0.111 -0.133 -0.289 -0.083
N 0.238 -0.217 0.924 -0.299
N 0.255 -1.414 1.594 -0.409
H -0.743 3.109 -2.077 0.304
H -0.299 -0.877 -1.037 0.324
H 0.795 -1.370 2.540 0.260
H 0.255 -2.276 1.041 0.234
```

Version iii
ORCA calculation (the ωB97M-V functional and the def2-TZVPD basis) on a single C3H4N2 molecule.

Output
Charge = 0
SMILES string = c1c[nH]cn1
Highest occupied orbital energy = -8.8 eV

Structure (XYZ):
```
9
Properties=species:S:1:pos:R:3:mulliken_charge:R:1
C -1.247 0.094 0.307 -0.389
C -0.050 -0.145 0.967 -0.182
N 0.890 -0.316 0.041 -0.095
C 0.368 0.117 -1.191 -0.032
N -0.914 0.250 -1.040 -0.544
H -2.152 0.551 0.649 0.340
H 0.149 -0.433 1.990 0.348
H 1.871 -0.418 0.249 0.217
H 1.085 0.301 -1.971 0.336
```

What should be chosen as the least stable of them? Choose version i.

Version i
ORCA calculation (the ωB97M-V functional and the def2-TZVPD basis) on a single C3H4N2 molecule.

Output
Charge = 0
SMILES string = c1c[nH]cn1
Highest occupied orbital energy = -8.9 eV

Structure (XYZ):
```
9
Properties=species:S:1:pos:R:3:mulliken_charge:R:1
C -1.096 0.058 0.289 -0.375
C -0.139 -0.922 0.263 -0.155
N 1.028 -0.308 -0.090 -0.051
C 0.794 1.060 -0.206 -0.288
N -0.519 1.257 0.072 -0.455
H -2.161 -0.011 0.428 0.396
H -0.214 -1.971 0.507 0.382
H 1.922 -0.779 -0.154 0.184
H 0.385 1.616 -1.109 0.362
```

Version ii
ORCA calculation (the ωB97M-V functional and the def2-TZVPD basis) on a single C3H4N2 molecule.

Output
Charge = 0
SMILES string = C#C/C=N/N
Highest occupied orbital energy = -8.6 eV

Structure (XYZ):
```
9
Properties=species:S:1:pos:R:3:mulliken_charge:R:1
C -2.694 -0.297 0.031 0.010
C -1.506 -0.042 -0.189 -0.183
C -0.115 0.378 -0.206 -0.304
N 0.837 -0.556 -0.205 -0.253
N 2.140 -0.204 -0.088 -0.384
H -3.753 -0.663 -0.008 0.358
H -0.005 1.479 0.088 0.265
H 2.787 -0.869 0.363 0.252
H 2.310 0.775 0.214 0.239
```

What should be chosen as the least stable of them? Choose version ii.

Version i
ORCA calculation (the ωB97M-V functional and the def2-TZVPD basis) on 2 unconnected molecules or ions with the total composition C5H11N2.

Output
Charge = +1
Highest occupied orbital energy = -13.7 eV

Structure (XYZ):
```
18
Properties=species:S:1:pos:R:3:mulliken_charge:R:1
C -1.395 -0.231 2.006 0.034
C -0.663 -0.856 0.999 -0.343
C -0.388 -0.408 -2.211 -1.203
C 0.825 -0.026 -1.366 -0.483
C 0.228 0.715 -0.218 -0.235
N -0.246 -0.790 2.451 -0.382
N 1.145 1.187 0.673 -0.418
H -2.316 0.216 2.481 0.358
H -1.006 -1.813 0.827 0.502
H -1.164 -0.792 -1.479 0.251
H -0.067 -1.164 -2.869 0.356
H -0.800 0.460 -2.575 0.413
H 1.268 -0.824 -0.890 0.459
H 1.495 0.502 -2.024 0.414
H -0.659 1.284 -0.329 0.499
H 0.991 1.986 1.298 0.254
H 2.085 0.851 0.605 0.225
H 0.667 -0.297 2.622 0.300
```

Version ii
ORCA calculation (the ωB97M-V functional and the def2-TZVPD basis) on 2 unconnected molecules or ions with the total composition C5H11N2.

Output
Charge = +1
Highest occupied orbital energy = -13.5 eV

Structure (XYZ):
```
18
Properties=species:S:1:pos:R:3:mulliken_charge:R:1
C 1.616 2.061 -0.517 0.267
C -1.882 -1.830 1.546 -0.518
C -0.982 -0.974 0.697 0.056
C 2.402 3.254 -0.620 -1.271
C -1.224 -3.129 -0.622 -0.743
N 0.427 2.034 -0.069 -0.537
N -1.171 -2.110 0.295 0.155
H -1.425 -2.189 2.447 0.263
H -2.966 -1.736 1.525 0.276
H 1.951 1.047 -0.769 0.335
H 2.588 3.761 0.398 0.300
H 1.904 3.914 -1.198 0.388
H 3.376 3.163 -1.006 0.339
H -1.097 -4.060 -0.233 0.352
H -2.196 -3.378 -1.021 0.384
H -0.633 -2.839 -1.483 0.320
H 0.105 2.996 0.228 0.195
H -0.791 0.015 0.404 0.440
```

Version iii
ORCA calculation (the ωB97M-V functional and the def2-TZVPD basis) on a gas-phase ion, C5H11N2 (charge +1).

Output
Charge = +1
SMILES string = C=[N+]=CCCCN
Highest occupied orbital energy = -13.8 eV

Structure (XYZ):
```
18
Properties=species:S:1:pos:R:3:mulliken_charge:R:1
C 2.003 0.473 -2.228 -0.053
N 1.178 -0.360 -1.652 -0.223
C 1.261 -0.564 -0.318 -0.027
C 0.152 -1.378 0.263 -0.459
C -0.705 -0.598 1.256 -0.782
C -1.703 0.403 0.616 -0.622
N -1.603 1.899 0.660 -0.587
H 3.002 0.661 -1.786 0.270
H 1.592 0.909 -3.143 0.306
H 2.203 -0.236 0.151 0.413
H 0.529 -2.359 0.595 0.440
H -0.432 -1.461 -0.676 0.316
H -1.285 -1.333 1.853 0.318
H -0.021 -0.080 1.940 0.437
H -2.770 0.200 0.826 0.426
H -1.580 0.223 -0.462 0.351
H -0.498 1.330 0.528 0.184
H -1.324 2.272 1.577 0.292
```

What should be chosen as the least stable of them? Choose version iii.

Version i
ORCA calculation (the ωB97M-V functional and the def2-TZVPD basis) on a gas-phase ion, C5H11N2 (charge +1).

Output
Charge = +1
SMILES string = C=N/C=C\CC[NH3+]
Highest occupied orbital energy = -13.6 eV

Structure (XYZ):
```
18
Properties=species:S:1:pos:R:3:mulliken_charge:R:1
C 2.354 0.418 0.910 -0.248
N 1.222 0.150 0.431 -0.352
C 1.157 -0.523 -0.802 -0.313
C 0.050 -0.600 -1.524 -0.340
C -1.302 -0.032 -1.171 -0.704
C -1.868 -0.308 0.196 -0.590
N -1.075 0.456 1.263 -0.212
H 3.252 0.091 0.493 0.258
H 2.465 1.011 1.816 0.233
H 2.053 -0.904 -1.268 0.342
H 0.164 -1.062 -2.471 0.390
H -1.982 -0.478 -1.906 0.399
H -1.428 0.961 -1.519 0.357
H -2.908 -0.012 0.226 0.370
H -1.713 -1.344 0.488 0.337
H -0.082 0.486 0.987 0.308
H -1.147 0.044 2.207 0.369
H -1.413 1.434 1.335 0.397
```

Version ii
ORCA calculation (the ωB97M-V functional and the def2-TZVPD basis) on a gas-phase ion, C5H11N2 (charge +1).

Output
Charge = +1
Highest occupied orbital energy = -13.6 eV

Structure (XYZ):
```
18
Properties=species:S:1:pos:R:3:mulliken_charge:R:1
C 0.793 -1.520 0.209 -0.823
C -0.622 -1.587 0.822 -0.391
C 1.079 -0.083 -0.189 -0.037
C -0.018 0.866 -0.137 0.498
C -0.316 2.254 0.215 -1.243
N -1.487 -0.704 0.121 -0.535
N 0.394 0.358 -1.437 -0.239
H 1.525 -1.874 0.933 0.381
H 0.871 -2.162 -0.671 0.320
H -1.019 -2.599 0.676 0.359
H -0.569 -1.400 1.901 0.334
H 2.115 0.221 -0.102 0.451
H -1.288 2.544 -0.179 0.344
H 0.436 2.927 -0.206 0.374
H -0.325 2.383 1.294 0.311
H -2.189 -0.280 0.717 0.246
H -0.258 -0.308 -1.866 0.346
H 0.877 0.963 -2.102 0.303
```

What should be chosen as the least stable of them? Choose version ii.

Version i
ORCA calculation (the ωB97M-V functional and the def2-TZVPD basis) on a single C4H11N3 molecule.

Output
Charge = 0
SMILES string = [H]/N=C\[C@@H](C)CNN
Highest occupied orbital energy = -7.6 eV

Structure (XYZ):
```
18
Properties=species:S:1:pos:R:3:mulliken_charge:R:1
H -0.950 2.004 0.464 0.260
N -1.087 1.885 -0.543 -0.738
C -0.611 0.759 -0.962 -0.047
C 0.997 0.203 -0.514 0.380
C 1.473 0.782 0.799 -1.491
C 0.598 -1.218 -0.548 -0.743
N -1.025 -1.125 -0.256 -0.151
N -1.583 -0.770 0.991 -0.577
H -0.728 0.558 -2.034 0.338
H 1.626 0.481 -1.359 0.415
H 1.450 1.879 0.758 0.389
H 2.493 0.466 1.039 0.388
H 0.859 0.508 1.663 0.258
H 0.631 -1.642 -1.554 0.317
H 1.030 -1.902 0.182 0.319
H -1.678 -1.650 -0.843 0.261
H -2.419 -0.198 0.881 0.228
H -1.079 -1.021 1.837 0.193
```

Version ii
ORCA calculation (the ωB97M-V functional and the def2-TZVPD basis) on a single C4H11N3 molecule.

Output
Charge = 0
SMILES string = [H]/N=C/NCCCN
Highest occupied orbital energy = -7.9 eV

Structure (XYZ):
```
18
Properties=species:S:1:pos:R:3:mulliken_charge:R:1
H -3.234 -1.754 0.458 0.205
N -3.138 -0.751 0.414 -0.658
C -2.496 -0.316 -0.620 -0.080
N -1.366 0.388 -0.616 -0.116
C -0.522 0.433 0.570 -0.480
C 0.858 1.028 0.303 -0.904
C 1.848 0.086 -0.413 -0.470
N 2.074 -1.196 0.263 -0.561
H -3.032 -0.327 -1.590 0.354
H -1.033 0.866 -1.431 0.273
H -0.423 -0.607 0.881 0.343
H -0.968 0.930 1.440 0.305
H 0.742 1.923 -0.318 0.361
H 1.346 1.323 1.235 0.370
H 1.503 -0.190 -1.413 0.292
H 2.730 0.724 -0.523 0.304
H 2.995 -1.582 0.101 0.247
H 2.117 -0.978 1.259 0.216
```

What should be chosen as the least stable of them? Choose version i.